*w*
The following is a quantum chemistry calculation of a structure of composition C23H48NOP3SeYb, from the OMol25 dataset.

The geometry in XYZ format:
```
78
Properties=species:S:1:pos:R:3
Yb 0.924 0.475 -0.021
P -0.251 1.344 -3.033
P -2.311 -1.401 -0.708
P 0.406 -2.279 -1.786
H 7.101 -0.060 3.542
C 7.526 -0.211 2.546
C 7.481 0.692 1.574
H 7.142 1.722 1.772
C -0.569 2.870 -2.186
C -1.688 0.769 -3.922
C 1.102 1.643 -4.185
C -2.880 -2.671 0.520
C -3.720 -0.283 -0.361
C -3.117 -2.237 -2.134
C 2.265 -2.256 -1.862
C 0.170 -2.540 -3.598
C 0.230 -4.070 -1.362
H 8.050 -1.149 2.393
H 7.910 0.486 0.585
H -0.155 2.902 -1.166
H -1.649 3.043 -2.109
H -0.140 3.707 -2.755
H -2.559 0.811 -3.250
H -1.530 -0.274 -4.231
H -1.851 1.403 -4.803
H 1.892 2.257 -3.724
H 0.719 2.182 -5.073
H 1.572 0.711 -4.528
H -3.938 -2.863 0.305
H -2.787 -2.274 1.538
H -2.315 -3.604 0.417
H -4.625 -0.886 -0.382
H -3.812 0.497 -1.120
H -3.632 0.165 0.630
H -4.141 -2.454 -1.814
H -2.632 -3.186 -2.388
H -3.160 -1.574 -3.006
H 2.585 -3.137 -2.443
H 2.718 -2.299 -0.857
H 2.621 -1.351 -2.378
H 0.760 -3.405 -3.919
H 0.487 -1.668 -4.179
H -0.879 -2.738 -3.832
H 0.858 -4.671 -2.040
H -0.812 -4.400 -1.475
H 0.536 -4.252 -0.323
C 2.270 -1.991 1.931
C 3.013 -0.794 1.770
C 4.403 -0.864 1.748
C 5.044 -2.009 2.253
C 4.309 -3.130 2.652
C 2.928 -3.134 2.473
Se 0.491 -2.021 1.362
H -0.026 0.234 -2.148
H 2.522 0.183 1.759
H 4.993 -0.006 1.396
H 6.122 -2.025 2.395
H 4.823 -3.981 3.109
H 2.327 -3.992 2.774
O -0.693 1.464 0.970
C -1.512 2.209 1.634
C -2.634 2.926 0.947
C -4.027 2.920 1.595
C -4.187 3.870 2.784
C -3.302 3.506 3.971
C -1.810 3.600 3.661
N -1.309 2.396 2.941
H -2.276 3.958 0.793
H -2.721 2.443 -0.027
H -4.759 3.218 0.830
H -4.314 1.909 1.905
H -3.965 4.894 2.449
H -5.239 3.833 3.097
H -3.480 4.231 4.771
H -3.542 2.511 4.361
H -1.653 4.514 3.059
H -1.235 3.681 4.587
H -0.463 1.960 3.327
```

Results
HOMO energy (alpha / beta)	-15.826 / -15.875	eV
net charge	+3
spin multiplicity	2
⟨S²⟩	0.773
orbital gap (alpha / beta)	6.642 / 5.363	eV

*x*
The following is a quantum chemistry calculation of a structure of composition C23H48NOP3SeYb, from the OMol25 dataset.

The geometry in XYZ format:
```
78
Properties=species:S:1:pos:R:3
Yb 2.243 -1.677 -1.885
P 1.820 1.200 2.479
P -2.268 1.756 1.103
P 0.184 2.987 -1.055
H 3.500 -2.358 -4.455
C 4.160 -1.610 -3.974
C 4.484 -1.457 -2.635
H 4.777 -2.329 -2.015
C 2.102 -0.570 2.589
C 1.082 1.868 3.970
C 3.453 1.880 2.176
C -3.672 1.707 -0.027
C -2.465 0.337 2.177
C -2.413 3.239 2.141
C 1.520 2.557 -2.109
C 0.686 3.972 0.302
C -1.229 3.742 -1.815
H 4.819 -1.181 -4.737
H 4.705 -0.354 -2.356
H 1.639 -1.127 1.757
H 1.731 -0.934 3.550
H 3.180 -0.739 2.525
H 0.164 1.308 4.216
H 0.818 2.923 3.810
H 1.816 1.787 4.782
H 4.085 1.069 1.763
H 3.882 2.225 3.136
H 3.442 2.721 1.463
H -4.568 1.938 0.581
H -3.774 0.693 -0.460
H -3.573 2.450 -0.839
H -3.436 0.434 2.704
H -1.656 0.280 2.936
H -2.476 -0.596 1.582
H -3.396 3.166 2.639
H -2.393 4.162 1.541
H -1.632 3.268 2.918
H 1.739 3.465 -2.700
H 1.300 1.737 -2.812
H 2.393 2.266 -1.502
H 0.987 4.896 -0.198
H 1.548 3.566 0.832
H -0.114 4.205 1.008
H -0.800 4.627 -2.284
H -1.975 4.038 -1.074
H -1.709 3.135 -2.585
C -0.505 0.042 -2.942
C 0.354 -0.959 -3.380
C 1.162 -0.481 -4.435
C 0.830 0.653 -5.173
C -0.354 1.345 -4.921
C -1.123 0.940 -3.773
Se -0.612 1.030 -0.347
H 0.804 1.426 1.495
H 0.388 -2.016 -3.040
H 2.023 -1.052 -4.793
H 1.514 0.966 -5.982
H -0.723 2.143 -5.592
H -2.165 1.308 -3.665
O 0.801 -2.263 0.008
C -0.098 -2.966 0.596
C -0.443 -2.802 2.058
C -1.898 -3.046 2.473
C -2.278 -4.506 2.623
C -2.518 -5.161 1.255
C -1.250 -5.191 0.414
N -0.760 -3.911 -0.112
H 0.217 -3.478 2.628
H -0.124 -1.779 2.302
H -2.024 -2.537 3.431
H -2.580 -2.562 1.762
H -1.520 -5.061 3.200
H -3.227 -4.539 3.168
H -2.858 -6.196 1.418
H -3.334 -4.636 0.735
H -0.446 -5.666 0.988
H -1.445 -5.805 -0.460
H -0.518 -3.914 -1.101
```

Results
HOMO energy (alpha / beta)	-12.214 / -13.884	eV
net charge	+3
spin multiplicity	2
⟨S²⟩	0.769
orbital gap (alpha / beta)	3.754 / 5.291	eV

The calculated energies rank the structures as follows, beginning with the most stable: *w*, *x*.

*w*
The following is a quantum chemistry calculation of the ion CHClO2PS with charge -1, from the OMol25 dataset.

The geometry in XYZ format:
```
7
Properties=species:S:1:pos:R:3
O -0.885 1.715 -0.988
P -0.913 0.374 -0.314
O -1.895 -0.714 -0.445
S -0.139 0.291 1.687
C 0.823 -0.211 0.106
Cl 1.168 -1.890 0.049
H 1.842 0.434 -0.095
```

Results
HOMO energy	-4.624	eV
net charge	-1
SMILES	O=[P@]1([O-])S[C@H]1Cl
orbital gap	8.134	eV

*x*
The following is a quantum chemistry calculation of a cluster of 2 separate species, CHClO2PS in total, from the OMol25 dataset.

The geometry in XYZ format:
```
7
Properties=species:S:1:pos:R:3
C -0.197 0.110 0.240
O 2.208 -0.057 -1.172
O 2.100 1.425 0.885
P 1.486 0.449 -0.016
S -1.249 -0.429 -0.922
Cl -3.748 -2.015 -0.234
H -0.599 0.516 1.220
```

Results
HOMO energy (alpha / beta)	-4.432 / -4.810	eV
net charge	-1
orbital gap (alpha / beta)	5.616 / 6.178	eV

The calculated energies rank the structures as follows, beginning with the most stable: *w*, *x*.

*w*
The following is a quantum chemistry calculation of a cluster of 5 separate species, C2H16NO4 in total, from the OMol25 dataset.

The geometry in XYZ format:
```
23
Properties=species:S:1:pos:R:3
C 0.477 0.501 -1.966
C 1.712 0.058 -1.229
N 1.333 -1.037 -0.228
H 0.503 1.473 -2.468
H 0.149 -0.183 -2.746
H -0.375 0.700 -1.301
H 2.425 -0.475 -1.859
H 2.209 0.813 -0.625
H 1.063 -0.566 0.658
H 2.080 -1.658 0.074
H 0.490 -1.527 -0.582
H -0.942 0.551 3.767
H -1.449 1.334 2.725
O -0.570 1.049 3.035
H -1.856 -1.608 -0.753
H -1.341 -2.137 -2.063
O -1.165 -2.179 -1.120
H -3.502 0.543 -0.649
H -3.330 1.758 0.267
O -2.865 1.162 -0.304
H 1.036 0.944 2.401
H 2.181 0.154 2.899
O 1.739 0.330 2.068
```

Results
HOMO energy	-15.064	eV
net charge	+1
orbital gap	12.219	eV

*x*
The following is a quantum chemistry calculation of a cluster of 5 separate species, C2H16NO4 in total, from the OMol25 dataset.

The geometry in XYZ format:
```
23
Properties=species:S:1:pos:R:3
C 0.522 -0.061 1.860
N 0.601 -0.264 0.400
C 2.070 -0.453 0.023
H -0.519 0.020 2.235
H 0.889 -0.915 2.427
H 1.093 0.829 2.154
H 0.231 0.574 -0.055
H 0.320 -1.189 0.089
H 2.502 0.344 -0.607
H 2.279 -1.324 -0.597
H 2.632 -0.605 0.950
H -1.798 0.276 -0.413
H -2.875 -0.783 -0.543
O -2.167 -0.498 0.067
H -3.151 -0.610 2.461
H -3.210 0.864 3.200
O -2.717 0.203 2.705
H 0.128 2.898 -1.792
H 0.534 1.705 -2.649
O 0.136 1.940 -1.809
H 1.426 -1.153 -3.874
H 0.083 -1.061 -3.128
O 0.990 -0.738 -3.103
```

Results
HOMO energy	-14.172	eV
net charge	+1
orbital gap	11.270	eV

The calculated energies rank the structures as follows, beginning with the most stable: *w*, *x*.

*w*
The following is a quantum chemistry calculation of the ion C6H7N2 with charge +1, from the OMol25 dataset.

The geometry in XYZ format:
```
15
Properties=species:S:1:pos:R:3
C -2.787 0.063 -0.031
C -3.025 1.191 0.293
C 2.489 0.314 0.378
C 2.443 -0.084 -0.863
C 1.325 -0.528 0.010
C -0.945 -1.355 -0.276
N -2.191 -1.153 -0.283
N -0.109 -0.033 -0.049
H 3.235 0.731 1.080
H -3.474 2.066 0.686
H 2.901 -0.159 -1.862
H 1.249 -1.471 0.508
H -2.650 -1.841 -0.849
H -0.398 0.559 0.823
H -0.359 0.492 -0.810
```

Results
HOMO energy	-14.269	eV
net charge	+1
orbital gap	10.057	eV

*x*
The following is a quantum chemistry calculation of the ion C6H7N2 with charge +1, from the OMol25 dataset.

The geometry in XYZ format:
```
15
Properties=species:S:1:pos:R:3
C 0.972 3.065 0.649
C -0.194 2.501 0.486
N -1.287 2.114 0.232
C -1.762 1.107 -0.525
C -0.894 0.137 -0.856
N -0.270 -0.756 -0.318
C 0.601 -1.555 0.129
C 0.422 -2.994 -0.137
H 1.116 3.989 0.059
H 1.606 2.455 1.314
H -2.665 1.284 -1.104
H 1.394 -1.231 0.912
H -0.514 -3.356 0.316
H 1.230 -3.679 0.148
H 0.245 -3.081 -1.305
```

Results
HOMO energy (alpha / beta)	-13.330 / -13.330	eV
net charge	+1
SMILES	C=C=NC=C=[N+]=CC
orbital gap (alpha / beta)	7.668 / 7.668	eV

The calculated energies rank the structures as follows, beginning with the most stable: *x*, *w*.